DFT (ωB97M-V/def2-TZVPD) results for a 14-piece molecular cluster, C7H36ClNO15P overall.

The geometry in XYZ format:
```
61
Properties=species:S:1:pos:R:3:forces:R:3:lowdin_charge:R:1
Cl -2.51515 -1.00323 -2.60440 1.9 0.7 2.6 0.602
P -3.55836 0.30323 0.63304 -2.1 3.0 -3.0 0.761
O -1.37228 5.12982 4.53201 -0.4 0.1 0.3 -0.060
O 6.99711 -3.58918 -4.00682 0.2 -0.4 -0.1 -0.056
O 4.37708 -2.24538 -3.00599 0.0 -0.4 -0.2 -0.067
O 1.64972 0.27227 2.30636 -2.9 -0.4 -3.6 -0.029
O -8.30289 -2.39463 0.75500 0.5 -0.3 -0.1 -0.053
O 5.88337 -0.43916 -0.39368 0.5 0.4 0.2 -0.071
O -1.67266 3.48854 -5.16695 -0.3 0.3 0.2 -0.060
O -7.74156 -0.35773 2.96742 0.0 -0.4 0.1 -0.061
O -0.69463 2.56623 3.68810 0.4 -0.6 0.1 -0.066
O -4.20224 1.41058 -0.29306 2.2 -3.5 2.6 -0.492
O 4.40537 0.87268 2.38165 0.1 0.3 0.2 -0.043
O 1.92772 2.93946 1.27075 -0.3 -0.1 0.2 -0.047
O -5.55102 1.20264 3.79969 0.2 0.3 -0.1 -0.097
O -1.06001 0.30689 -5.58026 0.1 0.0 0.5 -0.076
O 0.74898 -3.59310 -3.51308 -0.4 0.4 0.0 -0.066
N -0.70752 0.25828 1.32780 2.5 -2.0 -4.1 0.090
C 1.36392 -0.62965 -0.30898 -2.8 0.4 -0.6 0.018
C 0.79924 -0.01458 1.13855 -0.8 -0.1 -1.4 -0.049
C -1.69388 -0.03821 0.21817 2.2 -1.2 -1.2 -0.216
C 3.45859 -1.99494 0.58129 -0.1 -0.4 0.4 -0.113
C 0.30835 -0.93624 -1.55155 -2.0 1.7 4.4 0.076
C -1.28197 -0.65138 -1.26107 3.3 0.9 3.1 -0.455
C 2.95949 -0.92600 -0.56410 -0.8 -0.3 0.5 -0.194
H 4.78065 0.37989 3.12692 -0.2 0.0 -0.2 0.074
H 2.83009 -1.94526 1.58361 1.3 0.1 -2.1 0.076
H -3.73880 0.69554 2.01906 0.8 -0.7 -0.7 0.018
H -0.51927 3.49340 3.90854 -0.2 0.2 -0.1 0.007
H -5.76647 1.53400 2.91488 -0.2 -0.1 0.4 0.024
H 5.59413 0.06748 0.38005 0.0 0.0 -0.1 0.010
H -4.21108 -1.00659 0.51356 0.9 0.9 0.2 0.028
H -6.41576 1.04437 4.20733 0.3 0.0 -0.4 0.026
H 7.95899 -3.65116 -4.10705 -0.3 0.1 0.1 0.051
H 2.32045 0.99386 2.12434 -0.3 -1.1 -0.3 0.073
H -1.72907 4.38861 -5.52163 0.1 -0.3 0.1 0.048
H 1.62501 3.85831 1.32718 0.2 -0.3 -0.1 0.065
H 0.53353 -3.26174 -4.39789 0.1 -0.2 0.1 0.053
H -2.08597 4.62238 4.94691 0.2 0.1 -0.1 0.058
H 0.60771 -1.37242 -2.59723 -0.3 0.8 2.3 0.109
H 3.53636 0.09477 -0.55991 -1.2 -2.0 0.1 0.120
H 4.05070 -3.08896 -3.35360 0.1 0.3 0.1 0.048
H -0.31935 2.07344 4.43337 -0.1 0.1 -0.2 0.056
H -1.48674 0.08876 -4.73806 0.1 0.1 -0.4 -0.045
H 3.13829 -1.45824 -1.61430 -0.6 1.5 2.2 0.100
H -1.67499 6.04867 4.58844 0.3 -0.3 -0.1 0.063
H -0.78649 1.23022 -5.47183 -0.2 -0.1 -0.2 0.017
H -7.81465 -0.92874 3.74691 0.0 0.1 -0.3 0.054
H 3.26850 -3.08087 0.14130 0.7 2.3 1.0 0.099
H 5.33897 -2.30736 -3.10623 -0.1 0.0 0.0 0.024
H -7.89106 -0.95880 2.22212 -0.3 0.1 0.1 0.001
H 1.21403 2.43202 1.68565 -0.1 0.5 0.0 -0.002
H -7.34101 -2.45661 0.65477 -0.3 0.0 -0.1 0.042
H 6.67073 -4.43276 -4.35443 0.1 0.3 0.1 0.050
H -1.04890 0.65714 2.24594 0.6 -0.3 -1.3 0.130
H -8.62927 -3.23822 0.40739 0.0 0.3 0.2 0.058
H -2.38609 3.44979 -4.51235 0.2 0.0 -0.2 0.044
H -0.11576 -3.75137 -3.10545 0.3 -0.1 -0.1 0.039
H 6.78925 -0.13210 -0.54924 -0.3 -0.1 0.0 0.057
H 4.58073 1.79985 2.60209 0.0 -0.1 -0.2 0.068
H 4.59789 -1.81848 0.85900 -2.6 -0.6 -0.8 0.079
```
Positions in Å, forces in eV/Å.

Summary:
E_LUMO = -4.588 eV
Net charge = +1
E_tot = -2272.6817 hartree
Orbital gap = 7.732 eV


DFT (ωB97M-V/def2-TZVPD) results for C11H18F6N6O2PSV as an isolated structure.

The geometry in XYZ format:
```
46
Properties=species:S:1:pos:R:3:forces:R:3:lowdin_charge:R:1
V 0.41101 -0.09250 0.12993 -0.9 0.1 0.4 1.155
S -2.77559 -2.83067 1.38377 -0.2 -0.2 0.1 1.073
P 0.05346 2.92866 -0.88151 0.1 0.1 0.1 0.341
F 1.25515 1.88370 -0.21249 0.2 0.2 0.1 -0.217
F 0.44200 2.23346 -2.24440 0.0 -0.1 -0.1 -0.086
F -0.40711 3.15359 0.58423 0.0 -0.1 0.0 -0.038
F 0.96878 4.14412 -1.02177 0.0 0.0 0.0 0.012
F -0.84246 1.05003 -0.57842 0.0 -0.5 0.2 -0.285
F -1.29553 3.39005 -1.45990 0.0 0.0 0.0 -0.006
O 3.96989 -0.81720 0.15900 0.0 0.0 -0.1 0.111
O 0.18866 0.51595 1.97669 0.1 0.1 -0.3 -0.040
N 1.35853 -0.61980 -1.35926 0.1 0.0 -0.3 0.057
N 3.16578 -0.88592 -2.78886 0.1 0.0 -0.1 -0.098
N 2.36373 -2.72219 -1.61814 0.1 -0.1 0.0 -0.107
N 4.08823 -0.05573 2.30845 0.1 0.0 0.0 -0.012
N -0.57888 -1.45847 0.45771 0.0 -0.1 -0.2 -0.058
N 2.02493 -0.28576 1.25293 0.5 0.1 0.1 0.085
C 1.19257 -3.44450 -1.13470 0.0 0.0 0.0 -0.015
C 3.43915 0.55514 -2.80053 0.0 -0.1 0.0 0.005
C 1.43559 0.35151 2.28619 -0.2 0.0 0.0 -0.416
C 2.33384 -1.43434 -1.91840 -0.2 0.1 0.1 -0.368
C 3.40243 -0.41118 1.14390 -0.1 -0.1 0.1 -0.429
C 5.55300 -0.24715 2.30483 -0.1 0.0 0.0 0.038
C 3.47301 0.51234 3.36569 0.1 0.0 0.0 0.029
C 3.79895 -1.66429 -3.86205 -0.1 0.1 0.0 0.006
C -1.56732 -2.07761 0.87552 0.3 0.2 0.0 -0.734
C 2.13050 0.75974 3.41954 0.0 0.0 0.0 0.074
C 3.62208 -3.47893 -1.63203 -0.1 0.0 0.1 -0.008
H 3.72246 -1.07886 -4.77619 0.0 0.0 0.0 0.113
H 6.03344 0.57412 1.77835 0.0 0.0 0.0 0.114
H 2.73439 1.08630 -3.44408 0.0 0.0 0.0 0.109
H 3.26754 -2.60119 -3.99976 0.0 0.1 -0.1 0.099
H 5.77827 -1.18341 1.80492 0.0 0.0 0.0 0.103
H 4.13075 0.78271 4.18174 0.0 0.0 0.0 0.158
H 1.17572 -3.47664 -0.04354 0.0 0.0 0.0 0.095
H 5.89111 -0.28851 3.33538 0.0 0.0 0.0 0.105
H 0.28482 -2.99026 -1.51973 0.0 0.0 0.0 0.089
H 1.66269 1.25280 4.25556 0.0 0.0 0.0 0.143
H 4.45822 -2.78719 -1.62237 0.0 -0.1 0.0 0.092
H 4.84918 -1.85473 -3.64512 0.0 0.0 0.0 0.110
H 3.65089 -4.07115 -0.71828 0.0 0.0 0.0 0.110
H 1.25404 -4.46418 -1.51039 0.0 0.0 0.0 0.112
H 3.41802 0.94760 -1.78768 0.0 0.0 0.0 0.087
H 1.30302 0.25398 -1.89240 0.0 0.1 -0.1 0.072
H 3.67896 -4.14662 -2.49013 0.0 0.0 0.0 0.106
H 4.44027 0.69816 -3.19972 0.0 0.0 0.0 0.113
```
Positions in Å, forces in eV/Å.

Summary:
E_LUMO = -9.479 eV
Net charge = +2
Energy relative to the best compared isomer or geometry (same formula, charge and spin) = 3.34 kJ/mol
E_tot = -3191.3939 hartree
Orbital gap = 6.338 eV


DFT (ωB97M-V/def2-TZVPD) results for a 3-piece molecular cluster, C3H3F3O overall.

The geometry in XYZ format:
```
10
Properties=species:S:1:pos:R:3:forces:R:3:lowdin_charge:R:1
F -1.75908 1.56876 1.09180 1.4 -0.9 -1.1 0.087
F -2.36881 -1.26699 1.28301 0.5 -4.1 -5.2 -0.232
F -1.78938 0.67694 -0.91265 -1.5 0.6 -2.1 0.151
O 0.20098 -1.35946 0.21476 0.5 -4.8 0.2 0.193
C -1.03001 0.88461 0.12540 0.1 0.3 2.5 -0.452
C -0.09300 -0.25436 0.16267 0.3 3.3 0.7 -0.368
C 0.47756 1.04561 -0.14750 -1.4 1.3 -3.6 0.078
H -2.22024 -1.99946 0.31957 -0.7 4.0 5.3 0.310
H 1.03445 1.44601 0.59974 1.4 1.1 2.6 0.091
H 0.84960 1.45264 -1.12080 -0.5 -0.7 0.6 0.144
```
Positions in Å, forces in eV/Å.

Summary:
E_LUMO = 0.013 eV
Energy relative to the best compared isomer or geometry (same formula, charge and spin) = 403.20 kJ/mol
E_tot = -490.7971 hartree
Orbital gap = 9.983 eV


Number 1: E_HOMO -12.32 eV. Number 2: E_HOMO -15.82 eV. Number 3: E_HOMO -9.97 eV.